# 1
The following is a DFT calculation (the ωB97M-V functional and the def2-TZVPD basis) of a cluster of 10 separate species, C27H65Cl6N5O13P2 in total in a non-equilibrium geometry.

Summary:
F_max	0.07574	hartree/bohr
orbital gap	9.182	eV
total charge	0
E_LUMO	0.00	eV
structure (SMILES)	COP(=O)(OC)OC.COP(=O)(OC)OC.CNC(C)=O.CNC(C)=O.CNC(C)=O.CNC(C)=O.CNC(C)=O.ClCCCl.ClCCCl.ClCCCl

Positions of all 118 atoms, in Å:
C (-8.1405, -0.4403, 0.6380)
O (-7.4095, 0.7970, 0.6624)
P (-7.6666, 1.9590, -0.3916)
O (-9.0480, 2.5113, -0.4184)
O (-6.5006, 3.0102, -0.0373)
C (-5.1438, 2.6897, -0.1088)
O (-7.1710, 1.3129, -1.8534)
C (-7.0744, 1.9955, -3.0795)
H (-7.6565, -1.1611, -0.0210)
H (-9.1667, -0.3862, 0.2744)
H (-8.2048, -0.7543, 1.6798)
H (-4.9571, 1.7832, -0.6846)
H (-4.7051, 2.6035, 0.8853)
H (-4.5426, 3.4463, -0.6131)
H (-6.0412, 2.2162, -3.3475)
H (-7.6681, 2.9085, -3.0346)
H (-7.4236, 1.2821, -3.8259)
C (1.8196, 7.9457, 5.4303)
O (1.1680, 7.9663, 4.1769)
P (0.9106, 6.6195, 3.3444)
O (0.0890, 5.6137, 4.0511)
O (0.2040, 7.2100, 1.9734)
C (-1.1277, 7.8004, 2.0489)
O (2.4470, 6.2133, 2.9538)
C (2.6379, 5.3026, 1.8863)
H (2.7127, 8.5606, 5.3189)
H (2.2297, 6.9666, 5.6779)
H (1.0904, 8.1794, 6.2061)
H (-1.0312, 8.8821, 2.1429)
H (-1.6006, 7.5799, 3.0059)
H (-1.8743, 7.5432, 1.2975)
H (2.9595, 4.3353, 2.2722)
H (3.4894, 5.5911, 1.2700)
H (1.7114, 5.1815, 1.3249)
C (-0.4882, -5.0189, 4.2546)
N (-0.7773, -6.4333, 4.2244)
C (-1.4427, -7.0518, 3.2185)
C (-2.1917, -6.3122, 2.1440)
O (-1.3704, -8.2965, 3.1739)
H (-1.3979, -4.4325, 4.1256)
H (0.1681, -4.7174, 3.4383)
H (-0.0741, -4.6632, 5.1980)
H (-0.2990, -7.0794, 4.8358)
H (-2.6860, -7.0026, 1.4605)
H (-1.4963, -5.6993, 1.5705)
H (-3.0122, -5.7918, 2.6381)
C (-7.5300, -3.3985, -6.0064)
N (-6.9383, -3.4202, -4.6949)
C (-5.6772, -3.0269, -4.4688)
C (-5.2203, -3.3707, -3.0748)
O (-4.8995, -2.5015, -5.2858)
H (-7.5394, -4.4198, -6.3872)
H (-6.9995, -2.7905, -6.7392)
H (-8.5502, -3.0311, -5.8957)
H (-7.5475, -3.6634, -3.9269)
H (-5.3537, -2.5662, -2.3516)
H (-4.1640, -3.6305, -3.1439)
H (-5.7538, -4.1854, -2.5850)
C (11.3638, 1.4279, 3.0042)
N (10.1316, 0.6486, 3.0087)
C (8.9763, 1.1349, 3.3795)
C (7.8937, 0.0661, 3.4461)
O (8.7611, 2.2850, 3.6205)
H (11.2833, 2.3583, 3.5664)
H (11.4386, 1.8166, 1.9886)
H (12.2376, 0.8301, 3.2635)
H (10.0970, -0.2627, 2.5747)
H (7.0485, 0.3086, 2.8020)
H (7.5584, 0.0928, 4.4829)
H (8.2936, -0.8869, 3.0997)
C (2.2814, -6.2326, -4.3229)
N (1.4068, -7.3175, -3.9433)
C (0.9745, -7.7308, -2.7720)
C (0.0232, -8.9433, -2.7949)
O (1.2933, -7.2793, -1.6959)
H (2.7894, -5.7159, -3.5087)
H (1.6947, -5.4578, -4.8165)
H (3.0560, -6.5500, -5.0210)
H (0.9658, -7.8184, -4.7014)
H (-0.1993, -9.2891, -3.8044)
H (-0.9357, -8.6163, -2.3927)
H (0.3952, -9.6990, -2.1032)
C (-3.9295, 1.5368, 5.8729)
N (-4.0248, 2.8865, 6.4529)
C (-5.0484, 3.2345, 7.1981)
C (-5.3527, 4.7445, 7.4665)
O (-5.8896, 2.4465, 7.5848)
H (-3.0736, 1.4717, 5.2011)
H (-4.7705, 1.2568, 5.2386)
H (-3.5990, 0.7677, 6.5710)
H (-3.4234, 3.6103, 6.0862)
H (-4.6251, 5.3117, 6.8860)
H (-5.3338, 5.0240, 8.5199)
H (-6.3459, 5.0035, 7.0996)
Cl (0.7881, 1.0518, -2.1820)
C (1.0772, -0.7398, -1.9957)
C (1.1011, -1.3387, -0.5808)
Cl (-0.2541, -0.6474, 0.3281)
H (2.0427, -0.9856, -2.4379)
H (0.2546, -1.1691, -2.5676)
H (2.0442, -1.0166, -0.1391)
H (1.0601, -2.4279, -0.5831)
Cl (6.9771, -0.3013, -1.9184)
C (8.1233, 0.3582, -3.0797)
C (8.1486, 1.8718, -2.9374)
Cl (9.3084, 2.5964, -4.1307)
H (7.9539, 0.0186, -4.1015)
H (9.0576, -0.0753, -2.7228)
H (8.4231, 2.2255, -1.9435)
H (7.1131, 2.1814, -3.0791)
Cl (4.4340, 0.2382, -7.3683)
C (5.1927, 1.6836, -8.0797)
C (6.0429, 1.3256, -9.3035)
Cl (7.6590, 0.7019, -8.7524)
H (5.7008, 2.3464, -7.3792)
H (4.4195, 2.3288, -8.4968)
H (6.2567, 2.0600, -10.0800)
H (5.5882, 0.4889, -9.8338)

# 2
The following is a DFT calculation (the ωB97M-V functional and the def2-TZVPD basis) of a structure of composition C27H66CuN3O15P3 in a non-equilibrium geometry.

Summary:
F_max	0.04079	hartree/bohr
orbital gap	8.425	eV
relative energy (zero: lowest compared OMol25 entry of this formula, charge and spin)	0.00	kcal/mol
total charge	+1
E_LUMO	-1.33	eV

Positions of all 115 atoms, in Å:
Cu (0.6703, -0.1827, -0.9721)
C (3.8234, -0.4022, -1.2681)
O (2.8747, 0.3063, -1.5554)
N (4.0376, -1.6698, -1.6589)
C (5.3405, -2.2925, -1.5762)
C (3.0303, -2.3830, -2.4128)
H (4.7121, -0.0104, -0.7468)
H (5.7056, -2.4107, -2.6022)
H (5.2605, -3.3120, -1.1918)
H (6.0342, -1.7122, -0.9748)
H (3.0115, -3.4439, -2.1512)
H (2.0537, -1.9231, -2.2864)
H (3.2384, -2.4302, -3.4900)
C (0.0035, -0.2906, -4.3209)
O (-0.1023, -0.4709, -3.1152)
N (0.7136, 0.6870, -4.9089)
C (0.6713, 0.8188, -6.3572)
C (1.6238, 1.5299, -4.1612)
H (-0.4473, -0.9381, -5.0862)
H (0.4478, 1.8400, -6.6626)
H (-0.0655, 0.2006, -6.8692)
H (1.6380, 0.4639, -6.7287)
H (1.3732, 1.5879, -3.1066)
H (2.6552, 1.1747, -4.2111)
H (1.6270, 2.5418, -4.5693)
C (0.4877, -3.8482, -0.0433)
O (0.4662, -2.7446, -0.5414)
N (1.4838, -4.3388, 0.7203)
C (1.3602, -5.5489, 1.4884)
C (2.6594, -3.5210, 1.0076)
H (-0.3740, -4.5188, -0.1559)
H (2.1935, -6.2487, 1.4024)
H (0.4985, -6.1242, 1.1446)
H (1.2265, -5.3267, 2.5508)
H (3.5634, -4.0981, 0.7980)
H (2.7381, -2.6648, 0.3414)
H (2.5899, -3.2404, 2.0589)
C (-4.6316, 0.5373, 3.1105)
C (-3.5085, -0.3521, 2.6235)
O (-3.8906, -0.9409, 1.3591)
P (-2.7202, -1.6268, 0.4908)
O (-1.6178, -0.6962, 0.2010)
O (-2.2971, -2.8967, 1.3608)
C (-3.3370, -3.7525, 1.8313)
C (-2.6927, -4.9787, 2.4882)
O (-3.5073, -2.3357, -0.7056)
C (-3.6139, -1.7544, -2.0199)
C (-2.7041, -2.5226, -2.9508)
H (-4.3277, 1.0348, 4.0298)
H (-4.7618, 1.3727, 2.4140)
H (-5.5879, 0.0208, 3.0778)
H (-2.5920, 0.1976, 2.3952)
H (-3.2716, -1.0537, 3.4283)
H (-3.9782, -3.2617, 2.5655)
H (-4.0315, -4.0863, 1.0590)
H (-2.1499, -4.6153, 3.3643)
H (-3.4261, -5.7065, 2.8262)
H (-1.9736, -5.4547, 1.8235)
H (-4.6477, -1.9026, -2.3362)
H (-3.3709, -0.6915, -2.0190)
H (-2.9832, -3.5597, -3.1338)
H (-2.7099, -2.0005, -3.9126)
H (-1.6841, -2.5064, -2.5698)
C (4.9044, 0.6222, 3.1940)
C (3.5488, 1.1314, 2.7327)
O (2.4839, 0.4504, 3.3830)
P (1.1246, 0.3129, 2.5485)
O (1.2863, -0.2312, 1.1920)
O (0.5066, 1.7808, 2.7231)
C (0.1304, 2.3016, 4.0019)
C (0.7795, 3.6562, 4.1277)
O (0.1903, -0.5553, 3.4736)
C (0.0671, -1.9715, 3.3946)
C (0.8619, -2.6495, 4.5151)
H (5.7330, 1.2425, 2.8627)
H (4.9481, 0.5351, 4.2805)
H (5.0264, -0.3894, 2.7945)
H (3.5918, 2.2162, 2.8766)
H (3.4849, 1.0378, 1.6461)
H (-0.9525, 2.3211, 4.0996)
H (0.5400, 1.7177, 4.8310)
H (0.4999, 4.3524, 3.3272)
H (0.5439, 4.2332, 5.0269)
H (1.8694, 3.6930, 4.0722)
H (-0.9776, -2.2416, 3.5524)
H (0.3625, -2.3304, 2.4074)
H (0.7203, -2.1890, 5.4868)
H (0.5839, -3.7080, 4.4824)
H (1.9299, -2.6976, 4.2827)
C (0.6319, 6.9651, -1.7633)
C (-0.3724, 5.9824, -1.1946)
O (0.2521, 4.6903, -1.1323)
P (-0.5688, 3.3362, -0.9506)
O (0.3419, 2.1775, -0.9498)
O (-1.6709, 3.3545, -2.0980)
C (-1.3278, 3.0400, -3.4655)
C (-2.1468, 3.9859, -4.3332)
O (-1.4172, 3.5816, 0.3553)
C (-2.2389, 2.5461, 0.8887)
C (-3.6345, 2.5257, 0.2561)
H (1.6228, 6.9760, -1.3247)
H (0.6049, 6.9750, -2.8529)
H (0.2169, 7.9609, -1.5533)
H (-0.7183, 6.2508, -0.1917)
H (-1.3199, 5.9587, -1.7405)
H (-0.2725, 3.2701, -3.6346)
H (-1.4585, 1.9704, -3.6168)
H (-1.7645, 4.0491, -5.3550)
H (-3.1853, 3.6754, -4.4598)
H (-2.1377, 4.9896, -3.9152)
H (-1.8106, 1.5433, 0.7696)
H (-2.3004, 2.6493, 1.9736)
H (-4.1565, 1.6702, 0.6958)
H (-4.1704, 3.4428, 0.4876)
H (-3.5937, 2.2699, -0.7987)

# 3
The following is a DFT calculation (the ωB97M-V functional and the def2-TZVPD basis) of a cluster of 12 separate species, C27H68BrClFNO13 in total in a non-equilibrium geometry.

Summary:
F_max	0.08238	hartree/bohr
orbital gap	9.076	eV
total charge	0
E_LUMO	0.39	eV
structure (SMILES)	CNC[C@](Br)(O[C@@H](Cl)Cc1ccccc1)[C@](C)(F)OC(C)C.CO.CO.CO.CO.CO.CO.CO.CO.CO.CO.CO

Positions of all 112 atoms, in Å:
C (-0.3765, 3.9670, -1.4212)
N (-0.3407, 2.4840, -1.7088)
C (0.5954, 1.7714, -0.8121)
C (-0.0306, 0.6946, 0.1881)
Br (1.6039, 0.1739, 1.3066)
O (-0.4224, -0.5677, -0.3089)
C (-1.1761, -0.6782, -1.4946)
Cl (-2.7315, 0.3238, -1.6072)
C (-0.3194, -0.6573, -2.8844)
C (0.1680, -2.1844, -3.1402)
C (-0.6148, -3.1669, -4.0433)
C (-0.0768, -4.6167, -4.1751)
C (1.2048, -4.9941, -3.3776)
C (2.0100, -4.0144, -2.4830)
C (1.4766, -2.5727, -2.3555)
C (-1.0261, 1.3429, 1.3234)
C (-0.2000, 2.1812, 2.4549)
F (-1.5928, 0.2206, 2.0163)
O (-1.9668, 2.2797, 0.7896)
C (-3.3293, 2.0420, 1.2145)
C (-4.2434, 3.0457, 0.3008)
C (-3.6542, 2.4216, 2.7379)
H (-1.1399, 4.4453, -2.1465)
H (0.6249, 4.4807, -1.6262)
H (-0.7458, 4.2004, -0.3693)
H (-0.0288, 2.3679, -2.6821)
H (1.4824, 1.2597, -1.3524)
H (1.1000, 2.5776, -0.1498)
H (-1.5942, -1.7595, -1.4876)
H (0.6399, -0.0549, -2.8157)
H (-0.9752, -0.3466, -3.7816)
H (-1.5531, -2.7656, -4.5567)
H (-0.6748, -5.3358, -4.8195)
H (1.5845, -6.0670, -3.4438)
H (2.9467, -4.3262, -1.8916)
H (1.9997, -1.7815, -1.7023)
H (0.6437, 2.8069, 2.0134)
H (-0.9707, 2.9487, 2.8508)
H (0.0881, 1.5478, 3.3544)
H (-3.7262, 0.9894, 0.9493)
H (-3.5849, 3.9751, 0.1045)
H (-5.2046, 3.3477, 0.8497)
H (-4.4866, 2.4657, -0.6533)
H (-3.4107, 1.5156, 3.4168)
H (-4.7745, 2.6045, 2.8527)
H (-3.0744, 3.3560, 3.0601)
C (2.8369, -0.9153, -5.2384)
O (2.2220, 0.2388, -4.6774)
H (2.1124, -1.7297, -5.2496)
H (3.1578, -0.7026, -6.2627)
H (3.6978, -1.2063, -4.6318)
H (2.8837, 0.9441, -4.6787)
C (4.6645, 0.7182, 4.3874)
O (4.0141, -0.5334, 4.2071)
H (5.0172, 0.7873, 5.4167)
H (5.5160, 0.7916, 3.7075)
H (3.9595, 1.5297, 4.1913)
H (3.7128, -0.5671, 3.2900)
C (-5.3723, 3.7481, 5.3792)
O (-5.8302, 4.6686, 4.3967)
H (-4.2897, 3.6517, 5.2950)
H (-5.6264, 4.1182, 6.3758)
H (-5.8368, 2.7737, 5.2125)
H (-6.7885, 4.7347, 4.4932)
C (-1.5878, -5.5100, -8.0794)
O (-0.6752, -5.0511, -7.0917)
H (-1.9077, -6.5195, -7.8205)
H (-2.4597, -4.8517, -8.1107)
H (-1.0975, -5.5258, -9.0560)
H (-0.4080, -4.1578, -7.3434)
C (8.0948, 2.4682, 2.5747)
O (6.7704, 2.9734, 2.4858)
H (8.3814, 2.4162, 3.6252)
H (8.1381, 1.4669, 2.1385)
H (8.7805, 3.1351, 2.0458)
H (6.5418, 3.0092, 1.5485)
C (4.1021, 1.9548, -7.5742)
O (2.8310, 2.1259, -6.9645)
H (4.4855, 2.9320, -7.8684)
H (4.7940, 1.4945, -6.8634)
H (4.0041, 1.3233, -8.4609)
H (2.5143, 1.2479, -6.7139)
C (-2.2222, -7.1095, -1.3648)
O (-2.4570, -6.8454, -2.7392)
H (-3.0995, -7.6040, -0.9470)
H (-1.3534, -7.7644, -1.2578)
H (-2.0492, -6.1705, -0.8328)
H (-1.6674, -6.4087, -3.0840)
C (-5.1873, 7.9329, 2.5178)
O (-4.3524, 6.7874, 2.5496)
H (-5.0045, 8.4761, 1.5901)
H (-6.2362, 7.6263, 2.5562)
H (-4.9573, 8.5815, 3.3674)
H (-4.5346, 6.3247, 3.3807)
C (4.9755, -4.0505, 5.1743)
O (5.6523, -2.8247, 4.9509)
H (5.7001, -4.8648, 5.1370)
H (4.4996, -4.0356, 6.1585)
H (4.2209, -4.2031, 4.3980)
H (4.9881, -2.1192, 4.9889)
C (4.3607, -3.9646, 1.2974)
O (3.8909, -3.0331, 0.3338)
H (5.4411, -4.0651, 1.1920)
H (4.1282, -3.6044, 2.3021)
H (3.8892, -4.9370, 1.1314)
H (2.9336, -2.9624, 0.4487)
C (-6.9209, -0.0486, 6.8815)
O (-7.3812, 0.8700, 5.9007)
H (-5.8383, -0.1425, 6.7945)
H (-7.1725, 0.3199, 7.8793)
H (-7.3825, -1.0255, 6.7176)
H (-8.3394, 0.9350, 5.9989)

# 4
The following is a DFT calculation (the ωB97M-V functional and the def2-TZVPD basis) of a cluster of 8 separate species, C27H69N4O13P2S7 in total in a non-equilibrium geometry.

Summary:
F_max	0.03277	hartree/bohr
orbital gap	7.520	eV
relative energy (zero: lowest compared OMol25 entry of this formula, charge and spin)	0.00	kcal/mol
total charge	+1
E_LUMO	-2.20	eV

Positions of all 122 atoms, in Å:
C (6.5450, 5.5263, 1.6794)
C (5.2340, 4.7074, 1.7048)
C (3.9939, 5.5942, 1.7623)
N (2.8394, 4.9410, 2.4783)
C (2.0765, 4.1319, 1.6275)
C (2.2697, 2.8275, 1.3042)
P (3.4457, 1.6013, 1.9121)
P (2.0451, 0.3427, 3.0515)
O (1.8264, -0.9493, 2.4000)
O (2.6453, 0.1211, 4.5226)
O (0.7385, 1.2519, 3.2099)
N (1.3041, 2.5112, 0.3501)
C (1.1438, 1.2126, -0.3348)
C (1.7477, 1.2370, -1.7439)
N (3.2085, 1.1711, -1.7557)
C (0.5076, 3.5596, 0.1561)
C (-0.6888, 3.5330, -0.7093)
C (-1.8830, 2.8920, 0.0701)
O (-2.4111, 1.8407, -0.7040)
N (0.9539, 4.5636, 0.9332)
C (0.3216, 5.8736, 1.0046)
C (-0.0664, 6.2869, 2.4376)
O (-0.3186, 5.1174, 3.2053)
C (0.1256, 5.0884, 4.4863)
O (-0.2952, 4.3118, 5.2789)
H (7.2345, 5.1070, 0.9487)
H (6.3712, 6.5748, 1.4455)
H (7.0507, 5.4512, 2.6407)
H (5.2300, 4.0752, 2.5913)
H (5.1955, 4.0786, 0.8139)
H (3.6709, 5.8158, 0.7385)
H (4.2076, 6.5351, 2.2667)
H (2.2619, 5.7080, 2.7980)
H (4.0861, 2.2613, 2.9738)
H (2.9679, 0.9427, 4.9202)
H (0.2127, 1.0343, 3.9933)
H (1.6445, 0.4411, 0.2477)
H (0.0799, 0.9916, -0.3986)
H (1.3287, 0.4064, -2.3152)
H (1.4446, 2.1677, -2.2277)
H (3.6350, 2.0057, -2.1267)
H (3.6172, 0.9455, -0.8599)
H (-0.9442, 4.5317, -1.0547)
H (-0.5180, 2.8923, -1.5688)
H (-1.5122, 2.4829, 1.0177)
H (-2.6544, 3.6341, 0.2820)
H (-2.2159, 1.0043, -0.2445)
H (0.9576, 6.6325, 0.5451)
H (-0.5903, 5.8390, 0.4185)
H (0.6619, 6.9514, 2.9111)
H (-0.9979, 6.8508, 2.3732)
H (0.9326, 5.8015, 4.7218)
C (-5.9695, 3.3926, 2.1973)
S (-5.6880, 3.1377, 0.4410)
O (-4.8331, 4.2719, -0.0202)
C (-7.3671, 3.5058, -0.0748)
H (-5.0185, 3.2549, 2.7082)
H (-6.3383, 4.4046, 2.3637)
H (-6.6873, 2.6560, 2.5574)
H (-7.6371, 4.5093, 0.2534)
H (-8.0421, 2.7639, 0.3508)
H (-7.3970, 3.4491, -1.1607)
C (2.6541, -4.0281, 3.5331)
S (3.5497, -3.4403, 4.9767)
O (3.6189, -4.5722, 5.9310)
C (2.2430, -2.3476, 5.5519)
H (3.2782, -4.7739, 3.0431)
H (1.7252, -4.4739, 3.8558)
H (2.4764, -3.1917, 2.8551)
H (1.3324, -2.9220, 5.7260)
H (2.0797, -1.5650, 4.8119)
H (2.5737, -1.8988, 6.4867)
C (-0.3380, -2.1667, -1.2253)
S (-2.0679, -1.7135, -1.3300)
O (-2.3315, -0.7926, -0.1696)
C (-2.7078, -3.3064, -0.8356)
H (0.2513, -1.2815, -1.4566)
H (-0.1149, -2.5132, -0.2153)
H (-0.1320, -2.9334, -1.9685)
H (-2.3037, -3.5625, 0.1409)
H (-2.4193, -4.0506, -1.5771)
H (-3.7925, -3.2433, -0.7834)
C (0.5527, -1.7197, -6.4560)
S (-0.7192, -2.7071, -5.6780)
O (-0.6866, -2.3779, -4.2201)
C (0.0942, -4.2979, -5.8529)
H (0.2479, -0.6791, -6.4178)
H (1.4939, -1.8530, -5.9217)
H (0.6577, -2.0206, -7.4982)
H (1.0654, -4.2614, -5.3596)
H (0.2080, -4.5295, -6.9116)
H (-0.5364, -5.0481, -5.3802)
C (-0.5837, -3.8455, 2.5999)
S (-0.5958, -5.3661, 1.6267)
O (-2.0093, -5.8326, 1.5808)
C (0.2476, -6.4142, 2.8176)
H (-1.1197, -3.0808, 2.0388)
H (-1.0867, -4.0234, 3.5515)
H (0.4409, -3.5215, 2.7585)
H (-0.3111, -6.4205, 3.7541)
H (1.2537, -6.0528, 2.9708)
H (0.2852, -7.4206, 2.4035)
C (-2.6599, -10.4045, -0.2783)
S (-1.8275, -9.6769, 1.1388)
O (-1.5508, -10.7813, 2.0933)
C (-3.2547, -8.7851, 1.7610)
H (-1.9439, -11.0461, -0.7875)
H (-3.5075, -10.9959, 0.0673)
H (-2.9890, -9.6120, -0.9504)
H (-4.0577, -9.4953, 1.9594)
H (-3.5583, -8.0343, 1.0332)
H (-2.9562, -8.2870, 2.6799)
C (-0.2302, 1.4847, -9.9499)
S (0.4878, 2.2516, -8.4948)
O (0.7854, 1.1499, -7.5353)
C (-1.0231, 3.0362, -7.9221)
H (0.5507, 0.8998, -10.4312)
H (-1.0515, 0.8347, -9.6489)
H (-0.5799, 2.2595, -10.6318)
H (-1.7881, 2.2765, -7.7630)
H (-1.3522, 3.7684, -8.6590)
H (-0.7964, 3.5371, -6.9834)